one:
Molecular formula: C5H14NO2
Method: DFT, ωB97M-V with the def2-TZVPD basis set

Last column: natural (NBO) charge in e.
Cartesian coordinates (Å):
C -0.73 0.68 1.71  -0.088
O -0.36 0.64 3.07  -0.690
C 0.26 1.63 1.02  -0.231
N -0.06 1.75 -0.48  -0.703
H -1.75 1.05 1.63  0.180
H -0.71 -0.31 1.19  0.175
H -0.70 -0.19 3.42  0.491
H 0.22 2.67 1.45  0.245
H 1.29 1.23 1.04  0.230
H -0.98 2.05 -0.64  0.429
H -0.02 0.80 -0.93  0.462
H 0.57 2.42 -0.92  0.444
C -0.03 -0.84 -2.52  -0.514
C -0.04 -1.34 -1.28  0.270
O -1.18 -2.01 -0.85  -0.679
C 1.11 -1.54 -0.31  -0.693
H 0.88 -0.49 -3.08  0.241
H -1.04 -0.79 -3.05  0.245
H -0.94 -2.67 -0.26  0.483
H 1.80 -0.67 -0.30  0.220
H 0.69 -1.66 0.68  0.219
H 1.68 -2.41 -0.59  0.265

Output
Spin multiplicity: 1
Highest occupied orbital energy (hartree): -0.48349
LUMO level (eV): -3.3
Total charge: +1



two:
Molecular formula: C5H14NO2
Method: DFT, ωB97M-V with the def2-TZVPD basis set

Last column: natural (NBO) charge in e.
Cartesian coordinates (Å):
C -1.79 -1.91 0.29  -0.061
O -2.08 -0.59 0.61  -0.688
C -0.49 -2.00 -0.51  -0.410
C 0.63 -1.24 0.26  -0.487
C 1.73 -0.80 -0.66  0.164
C 3.01 -1.32 -0.54  0.115
N 1.44 0.07 -1.62  -0.400
H -1.76 -2.47 1.22  0.192
H -2.58 -2.31 -0.37  0.200
H -1.77 0.00 -0.18  0.505
H -0.63 -1.53 -1.47  0.220
H -0.22 -3.04 -0.70  0.228
H 0.18 -0.35 0.70  0.295
H 1.02 -1.86 1.07  0.240
H 3.24 -2.08 0.19  0.244
H 3.84 -0.97 -1.16  0.227
H 2.21 0.45 -2.17  0.410
H -2.02 8.94 4.78  -0.006
H 0.39 0.59 -1.64  0.460
H -2.40 9.56 4.93  0.006
H -1.14 1.85 -1.69  0.491
O -0.81 1.01 -1.35  -0.946

Output
Spin multiplicity: 1
Highest occupied orbital energy (hartree): -0.48716
LUMO level (eV): -9.5
Total charge: +1



It turns out one is the most stable, with the second structure 5.346 eV higher.



one:
Molecular formula: C3H9N3O2
Method: DFT, ωB97M-V with the def2-TZVPD basis set

Last column: natural (NBO) charge in e.
Cartesian coordinates (Å):
H 1.39 0.60 1.80  0.351
N 1.22 0.87 0.83  -0.676
C 1.58 0.03 -0.04  0.162
C 1.41 0.31 -1.49  -0.690
H 1.86 -1.05 0.20  0.167
H 0.81 -0.47 -1.94  0.235
H 2.38 0.27 -1.98  0.230
H 0.95 1.29 -1.64  0.226
N -1.71 1.27 0.26  -0.649
N -1.59 -0.02 -0.30  -0.484
C -1.07 -1.08 0.35  0.866
O -0.63 -2.08 -0.20  -0.666
O -1.06 -0.91 1.69  -0.709
H -2.31 1.22 1.07  0.355
H -0.78 1.56 0.59  0.382
H -1.57 -0.04 -1.31  0.396
H -0.88 -1.77 2.10  0.504

Output
SMILES string: [H]/N=C/C.NNC(=O)O
Spin multiplicity: 1
Highest occupied orbital energy (hartree): -0.35631
LUMO level (eV): 0.7



two:
Molecular formula: C3H9N3O2
Method: DFT, ωB97M-V with the def2-TZVPD basis set

Last column: natural (NBO) charge in e.
Cartesian coordinates (Å):
N 1.87 -0.85 0.64  -0.793
C 1.21 -0.21 1.41  0.884
O 0.74 0.72 1.91  -0.530
H 1.92 -1.84 0.53  0.422
C -1.12 -2.08 2.20  0.139
N -0.01 -2.02 2.50  -0.372
H -2.10 -2.33 1.88  0.238
C 0.02 1.98 -1.29  -0.420
N 0.27 0.61 -1.73  -0.858
H 0.27 2.06 -0.23  0.208
H -1.05 2.20 -1.42  0.192
H 0.60 2.74 -1.85  0.174
H 0.11 0.51 -2.72  0.367
H 1.21 0.33 -1.50  0.379
O -1.38 -1.00 -0.20  -0.982
H -0.70 -0.40 -0.58  0.497
H -1.87 -0.42 0.45  0.453

Output
SMILES string: N=C=O.C#N.CN.O
Spin multiplicity: 1
Highest occupied orbital energy (hartree): -0.35773
LUMO level (eV): 0.9



It turns out one is the most stable, with the second structure 0.538 eV higher.



one:
Molecular formula: C3H9N3O2
Method: DFT, ωB97M-V with the def2-TZVPD basis set

Last column: natural (NBO) charge in e.
Cartesian coordinates (Å):
C 1.65 0.97 -0.31  -0.710
C 0.95 -0.35 -0.18  0.677
O 0.17 -0.42 -1.97  -0.646
O 1.46 -1.39 0.15  -0.610
H 0.20 -1.37 -2.16  0.481
H 1.04 1.70 -0.82  0.240
H 1.91 1.34 0.68  0.232
H 2.55 0.79 -0.91  0.233
C -0.76 -0.19 0.33  0.237
N -0.90 1.14 0.89  -0.860
N -1.12 -1.24 1.25  -0.856
N -1.29 -0.40 -0.93  -0.283
H -0.30 -1.60 1.73  0.381
H -1.54 -2.02 0.76  0.376
H -1.88 1.36 1.02  0.364
H -0.47 1.23 1.80  0.376
H -1.66 0.47 -1.31  0.368

Output
Spin multiplicity: 1
Highest occupied orbital energy (spin up / spin down) (hartree): -0.31708 / -0.31707
LUMO level (spin up / spin down) (eV): -0.3 / -0.3



two:
Molecular formula: C3H9N3O2
Method: DFT, ωB97M-V with the def2-TZVPD basis set

Last column: natural (NBO) charge in e.
Cartesian coordinates (Å):
C 1.35 -0.48 0.67  0.130
C 1.13 -0.04 -1.69  -0.412
N 0.87 0.28 -0.29  -0.405
C -0.47 0.92 -0.04  0.835
N -1.63 -1.72 0.60  -0.519
N -0.44 1.89 0.96  -0.846
O -0.71 -0.84 1.12  -0.627
O -1.27 0.93 -0.96  -0.651
H -1.91 -1.38 -0.33  0.326
H -2.46 -1.69 1.20  0.324
H -1.35 2.32 1.04  0.398
H -0.05 1.59 1.85  0.384
H 1.26 -0.16 1.69  0.208
H 2.06 -1.25 0.41  0.203
H 2.05 -0.62 -1.80  0.204
H 1.23 0.88 -2.27  0.222
H 0.34 -0.63 -2.16  0.227

Output
Spin multiplicity: 1
Highest occupied orbital energy (spin up / spin down) (hartree): -0.27274 / -0.27289
LUMO level (spin up / spin down) (eV): 0.2 / 0.2



three:
Molecular formula: C3H9N3O2
Method: DFT, ωB97M-V with the def2-TZVPD basis set

Last column: natural (NBO) charge in e.
Cartesian coordinates (Å):
C 0.10 -0.25 -2.17  -0.653
C 1.02 -1.57 -0.14  -0.656
C 0.03 -1.54 -1.30  0.163
N -0.76 -2.42 -1.59  -0.247
N -0.93 -4.38 0.15  0.575
N -0.96 1.05 1.48  -1.049
O -1.90 -4.16 0.72  -0.272
O -0.08 -5.13 -0.02  -0.284
H -0.28 -0.49 -3.20  0.232
H -0.63 0.40 -1.82  0.236
H 1.10 0.23 -2.22  0.222
H 0.47 -1.08 0.65  0.225
H 1.88 -1.06 -0.55  0.223
H 1.45 -2.54 0.22  0.233
H -1.93 0.66 1.41  0.354
H -0.44 0.16 1.90  0.348
H -1.07 1.70 2.16  0.350

Output
Spin multiplicity: 1
Highest occupied orbital energy (spin up / spin down) (hartree): -0.33462 / -0.32414
LUMO level (spin up / spin down) (eV): 0.0 / 0.1



It turns out one is the most stable, with the second structure 0.293 eV higher.



one:
Molecular formula: C3H9N3O2
Method: DFT, ωB97M-V with the def2-TZVPD basis set

Last column: natural (NBO) charge in e.
Cartesian coordinates (Å):
C -1.85 0.26 -0.53  -0.321
C 0.68 1.10 1.36  -0.434
N 0.41 0.05 0.38  -0.332
N -0.17 -1.14 0.83  -0.155
C 1.28 -0.03 -0.76  0.781
N 1.16 -1.17 -1.46  -0.836
O -1.19 -1.46 -0.02  -0.455
O 2.06 0.87 -1.00  -0.649
H -0.56 -0.95 1.76  0.332
H 0.39 -1.80 -1.25  0.429
H 1.74 -1.28 -2.27  0.408
H -2.45 0.42 0.35  0.188
H -1.37 1.19 -0.84  0.201
H -2.37 -0.18 -1.37  0.196
H 1.24 0.70 2.21  0.197
H -0.26 1.53 1.70  0.191
H 1.26 1.90 0.91  0.260

Output
Spin multiplicity: 1
Highest occupied orbital energy (spin up / spin down) (hartree): -0.31810 / -0.31809
LUMO level (spin up / spin down) (eV): 0.4 / 0.4



two:
Molecular formula: C3H9N3O2
Method: DFT, ωB97M-V with the def2-TZVPD basis set

Last column: natural (NBO) charge in e.
Cartesian coordinates (Å):
C -2.33 -0.02 0.64  -0.622
C -1.66 -0.10 -0.75  -0.073
O -0.56 -1.07 -0.29  -0.521
C 0.68 -0.52 -0.09  0.644
N 0.58 0.80 -0.14  -0.431
N 2.02 1.28 -0.02  -0.722
N 1.63 -1.33 0.34  -0.355
O 3.00 -0.87 -0.08  -0.554
H -3.48 0.49 0.49  0.182
H -1.85 0.61 1.36  0.227
H -2.84 -1.10 0.97  0.235
H -2.52 -0.57 -1.35  0.198
H -1.30 0.75 -1.18  0.220
H 2.14 2.16 -0.56  0.373
H 2.20 1.69 0.88  0.352
H 1.51 -2.25 -0.37  0.393
H 2.75 0.02 0.13  0.453

Output
SMILES string: CCO/C(=N/N)NO
Spin multiplicity: 1
Highest occupied orbital energy (hartree): -0.33585
LUMO level (eV): 0.9



three:
Molecular formula: C3H9N3O2
Method: DFT, ωB97M-V with the def2-TZVPD basis set

Last column: natural (NBO) charge in e.
Cartesian coordinates (Å):
C 2.37 -0.71 0.26  -0.264
C -2.38 -0.43 0.66  -0.423
N 0.69 0.96 -0.86  0.000
C -0.30 -0.01 -0.41  0.719
N 0.28 2.18 -0.62  -0.560
O 1.32 0.18 0.57  -0.541
O -0.15 -1.18 -1.09  -0.680
N -1.34 0.44 0.17  -0.629
H -0.99 -1.66 -1.07  0.491
H 1.01 2.88 -0.68  0.385
H -0.48 2.22 0.10  0.406
H 3.33 -0.21 0.40  0.168
H 2.36 -1.10 -0.76  0.189
H 2.31 -1.58 0.92  0.182
H -2.72 -1.18 -0.07  0.154
H -2.05 -0.97 1.56  0.196
H -3.24 0.17 0.92  0.208

Output
Spin multiplicity: 1
Highest occupied orbital energy (hartree): -0.32790
LUMO level (eV): 0.8



It turns out three is the most stable, with the second structure 0.109 eV higher.



one:
Molecular formula: C6H7N
Method: DFT, ωB97M-V with the def2-TZVPD basis set

Last column: natural (NBO) charge in e.
Cartesian coordinates (Å):
N 0.61 2.35 -1.63  -0.645
C -0.41 2.23 -1.05  -0.128
C -0.17 0.51 0.88  0.256
C 1.08 0.10 0.42  -0.626
C 0.88 -1.19 -0.29  -0.180
C -0.42 -1.48 -0.33  -0.171
C -1.21 -0.44 0.43  -0.563
H -0.38 1.39 1.48  0.253
H 0.89 0.98 -0.41  0.466
H 2.01 0.41 0.89  0.284
H 1.68 -1.75 -0.75  0.236
H -0.89 -2.33 -0.82  0.231
H -1.99 0.08 -0.14  0.311
H -1.69 -0.85 1.33  0.278

Output
Spin multiplicity: 1
Highest occupied orbital energy (hartree): -0.33723
LUMO level (eV): -1.2



two:
Molecular formula: C6H7N
Method: DFT, ωB97M-V with the def2-TZVPD basis set

Last column: natural (NBO) charge in e.
Cartesian coordinates (Å):
C -0.15 1.05 2.14  -0.079
C -1.48 -0.94 -0.37  0.038
C -1.02 0.27 -0.81  -0.350
C -0.08 -1.39 0.14  -0.514
C 0.29 0.05 -0.27  0.452
C 1.51 0.75 -0.76  -0.705
N -0.30 1.51 3.17  -0.557
H -2.50 -1.40 -0.17  0.232
H -1.35 1.24 -1.14  0.237
H -0.16 -1.40 1.19  0.260
H 0.23 -2.27 -0.39  0.229
H 2.34 0.04 -0.81  0.240
H 1.57 1.56 -0.18  0.278
H 1.09 0.93 -1.73  0.239

Output
Spin multiplicity: 1
Highest occupied orbital energy (spin up / spin down) (hartree): -0.34421 / -0.34420
LUMO level (spin up / spin down) (eV): -1.8 / -1.8



It turns out one is the most stable, with the second structure 1.409 eV higher.



one:
Molecular formula: C6H7N
Method: DFT, ωB97M-V with the def2-TZVPD basis set

Last column: natural (NBO) charge in e.
Cartesian coordinates (Å):
C 2.31 0.77 0.08  -0.203
C -1.54 0.94 0.35  -0.428
C -0.39 -1.64 0.27  -0.503
C -1.37 0.31 -1.01  -0.162
C -1.27 -0.50 0.02  -0.001
C 0.67 -0.87 -0.41  0.201
N 1.57 -0.23 0.07  -0.339
H 3.33 0.67 0.24  0.174
H 2.04 1.85 -0.24  0.172
H -0.82 1.66 0.79  0.183
H -2.47 1.33 0.93  0.191
H -0.10 -1.91 1.36  0.226
H -0.54 -2.70 -0.32  0.243
H -1.42 0.30 -2.12  0.246

Output
Spin multiplicity: 1
Highest occupied orbital energy (hartree): -0.27955
LUMO level (eV): 0.8



two:
Molecular formula: C6H7N
Method: DFT, ωB97M-V with the def2-TZVPD basis set

Last column: natural (NBO) charge in e.
Cartesian coordinates (Å):
N 1.91 -1.06 -2.16  -0.347
C 1.48 -0.84 -1.11  0.265
C 0.91 -0.55 0.18  -0.542
C -0.44 -1.08 0.52  -0.467
C -1.50 0.05 0.50  -0.232
C -1.17 1.30 0.20  -0.110
C 0.01 1.67 -0.40  -0.376
H 1.65 -0.67 0.94  0.253
H -0.79 -1.82 -0.20  0.244
H -0.44 -1.55 1.50  0.227
H -2.52 -0.26 0.68  0.224
H 0.27 0.78 0.86  0.389
H 0.03 1.54 -1.47  0.248
H 0.60 2.50 -0.04  0.224

Output
Spin multiplicity: 1
Highest occupied orbital energy (hartree): -0.30905
LUMO level (eV): 0.0



It turns out two is the most stable, with the second structure 0.628 eV higher.



one:
Molecular formula: C6H7N
Method: DFT, ωB97M-V with the def2-TZVPD basis set

Last column: natural (NBO) charge in e.
Cartesian coordinates (Å):
C 1.27 -1.36 -0.06  -0.611
C 0.48 -0.07 -0.08  0.023
C 0.12 0.78 1.04  -0.377
C -0.92 0.42 0.07  -0.107
C -2.54 0.05 0.15  0.302
N -3.63 -0.24 0.26  -0.353
C -0.09 0.88 -1.08  -0.376
H 1.30 -1.85 0.88  0.229
H 2.30 -0.96 -0.34  0.225
H 0.96 -2.08 -0.82  0.227
H 0.37 1.88 0.95  0.184
H 0.27 0.29 2.04  0.222
H -0.09 0.34 -1.98  0.218
H 0.21 1.91 -1.02  0.194

Output
SMILES string: C[C@]12C[C@@]1(C#N)C2
Spin multiplicity: 1
Highest occupied orbital energy (hartree): -0.36155
LUMO level (eV): 0.8



two:
Molecular formula: C6H7N
Method: DFT, ωB97M-V with the def2-TZVPD basis set

Last column: natural (NBO) charge in e.
Cartesian coordinates (Å):
H 0.98 -2.67 -1.03  0.351
N 0.86 -2.33 -0.11  -0.592
C 0.49 -1.17 0.13  0.356
C 0.19 -0.37 1.35  -0.464
C 0.04 0.24 -0.06  -0.209
C 0.98 1.24 -0.62  -0.593
C -1.31 0.29 -0.50  0.009
C -2.53 0.33 -0.43  -0.222
H -0.73 -0.44 1.93  0.239
H 1.05 -0.07 1.84  0.220
H 0.58 2.28 -0.61  0.223
H 1.10 0.95 -1.68  0.227
H 1.84 1.31 0.12  0.224
H -3.56 0.42 -0.34  0.232

Output
SMILES string: [H]/N=C1/C[C@]1(C)C#C
Spin multiplicity: 1
Highest occupied orbital energy (hartree): -0.32561
LUMO level (eV): 0.9



It turns out one is the most stable, with the second structure 0.510 eV higher.



one:
Molecular formula: C6H7N
Method: DFT, ωB97M-V with the def2-TZVPD basis set

Last column: natural (NBO) charge in e.
Cartesian coordinates (Å):
C -0.92 -1.35 0.35  -0.217
C 1.59 -1.43 -0.41  -0.007
C 0.46 -0.94 0.05  -0.116
C -1.82 -0.45 0.76  -0.365
C 0.96 0.49 -0.33  0.287
C 0.39 1.88 -0.33  -0.680
N 2.12 0.02 -0.79  -0.419
H -1.19 -2.36 0.16  0.214
H 2.21 -2.28 -0.29  0.208
H -1.54 0.58 0.93  0.182
H -2.87 -0.71 0.82  0.205
H 1.16 2.62 -0.18  0.246
H -0.34 1.82 0.49  0.217
H -0.22 2.12 -1.22  0.245

Output
Spin multiplicity: 1
Highest occupied orbital energy (hartree): -0.29972
LUMO level (eV): -0.1



two:
Molecular formula: C6H7N
Method: DFT, ωB97M-V with the def2-TZVPD basis set

Last column: natural (NBO) charge in e.
Cartesian coordinates (Å):
C 0.19 -0.29 0.29  -0.090
C 1.14 -0.63 -0.92  0.160
C 0.48 1.12 0.13  -0.243
C -0.14 -1.38 1.03  -0.456
C -2.09 1.51 0.36  -0.542
N 2.39 -0.52 -0.86  -0.621
C -0.86 1.09 0.14  0.120
H 2.89 -1.01 -1.60  0.357
H 0.58 -1.21 -1.67  0.175
H 1.33 1.69 -0.20  0.267
H 0.45 -2.28 0.98  0.213
H -1.13 -1.46 1.44  0.212
H -2.29 2.48 0.79  0.231
H -2.95 0.91 0.09  0.215

Output
Spin multiplicity: 1
Highest occupied orbital energy (hartree): -0.27323
LUMO level (eV): 0.1



three:
Molecular formula: C6H7N
Method: DFT, ωB97M-V with the def2-TZVPD basis set

Last column: natural (NBO) charge in e.
Cartesian coordinates (Å):
N -0.13 -0.85 -3.15  -0.324
C -0.11 -0.77 -1.99  0.290
C -0.09 -0.65 -0.54  -0.328
C -1.28 0.16 0.05  -0.433
C -0.72 0.76 1.33  -0.335
C 0.63 0.81 1.18  -0.083
C 1.16 0.10 -0.02  -0.462
H -0.12 -1.66 -0.12  0.244
H -1.57 0.96 -0.64  0.230
H -2.18 -0.45 0.19  0.228
H -0.36 0.12 2.19  0.282
H 1.24 1.21 1.98  0.214
H 1.53 0.85 -0.71  0.241
H 1.98 -0.58 0.23  0.234

Output
SMILES string: N#CC1CC=CC1
Spin multiplicity: 1
Highest occupied orbital energy (hartree): -0.33260
LUMO level (eV): 0.6



It turns out three is the most stable, with the second structure 1.101 eV higher.